[1]
78
Properties=species:S:1:pos:R:3:forces:R:3 method="wB97M-V/def2-TZVPD" s_squared=0.7704 gap_ev="4.22 / 4.24" total_charge=+3 spin_multiplicity=2 e_lumo_ev="-11.39 / -11.39"
H -2.268 -1.938 6.337 -0.0718 -0.0032 -0.0257
H -0.008 -3.663 0.451 0.0223 -0.3796 0.1669
C -0.329 -2.840 2.404 0.1590 0.0117 -0.0318
H 6.021 -4.583 -0.245 0.0299 -0.0060 -0.0070
C -6.177 5.186 -0.946 -0.0511 -0.0835 -0.0230
C 4.604 3.527 -2.391 -0.3478 0.2161 0.1012
H -0.829 -4.735 1.593 -0.0424 -0.0631 -0.0442
Mo -1.847 1.660 -1.113 1.1208 -2.7217 -0.1451
H -2.133 5.689 -1.016 0.0771 -0.1276 -0.0407
C 0.491 3.078 -1.495 1.1522 2.1176 -0.1237
C -1.346 -2.433 6.036 0.0211 0.0201 0.3083
N -0.299 4.094 -1.297 0.6344 0.4112 -0.1602
H -1.151 0.020 4.889 -0.0105 0.1422 0.0806
C 2.966 -2.099 0.359 -0.6423 -0.0227 -0.0134
H -3.394 -1.689 -3.071 0.0455 0.0332 0.0013
H -0.569 -2.080 6.713 0.0614 0.0116 0.0834
C -0.546 -0.454 2.901 -0.0160 -0.1201 -0.2000
H -0.727 -4.142 4.041 -0.0604 -0.0694 0.0111
N -1.592 3.700 -1.121 -0.0277 0.6642 -0.0362
H 4.289 5.631 -2.080 0.0697 0.0919 -0.0352
C -3.880 4.409 -0.904 -0.4492 -0.5102 0.1672
C 2.485 4.534 -1.816 0.3627 -0.8428 -0.1122
C -3.197 -2.100 -2.081 0.0497 0.0076 -0.0917
H 2.204 1.135 -2.101 0.1313 0.0140 -0.0670
C -0.241 -1.503 2.013 -0.1312 0.2485 -0.1595
C 5.201 -4.868 -0.898 0.2352 -0.4822 -0.0967
H 1.050 -3.631 -3.462 0.0084 0.0638 -0.0590
C -2.107 -1.351 -1.407 -0.2198 -2.6771 -0.1409
C -5.727 2.821 -0.697 0.6276 -0.5394 -0.0077
C 1.885 3.236 -1.791 -0.4090 0.0401 0.1241
C -0.050 -3.983 1.491 -0.0269 -0.1619 -0.1815
C 4.044 -3.952 -0.766 -0.4012 0.4779 0.1256
H 0.894 -4.460 1.757 0.0818 -0.0097 -0.0890
O -1.274 -2.046 -0.673 -0.6090 0.4473 -0.4443
C -0.978 -2.101 4.637 0.1191 -0.1503 -0.5034
H 0.867 5.475 -1.438 0.3674 -0.0439 -0.0311
H 0.281 -2.271 -2.627 -0.0021 -0.1146 -0.2202
H -1.330 1.194 1.738 0.1911 -0.0041 0.2027
H 2.961 -4.804 -2.403 -0.0372 0.0169 -0.1700
O 1.824 5.637 -1.576 -0.4724 0.7425 0.1454
H -2.958 -3.158 -2.140 0.0590 -0.0118 -0.0039
H -7.685 3.659 -0.826 -0.0802 0.0134 0.0442
H -4.111 -1.988 -1.495 -0.0403 0.0499 0.1028
C 4.007 2.258 -2.403 -0.4165 -0.4011 0.0939
C -0.910 -0.773 4.197 0.0567 0.0327 -0.2604
H 4.908 -2.838 0.847 0.0924 0.0986 0.0707
C 4.045 -2.948 0.208 -0.1209 -0.2711 -0.3822
C 2.954 -1.013 1.385 0.0952 -0.2782 0.2556
H -6.892 5.990 -1.039 0.0118 0.0449 0.0093
C 1.844 -2.291 -0.459 0.5151 0.1143 -0.2307
H -0.592 1.649 3.286 0.0110 0.1176 -0.0886
C -0.495 0.974 2.439 -0.0175 0.1222 -0.0343
H -4.468 6.467 -1.125 0.0144 0.0796 0.0709
C -4.366 3.074 -0.751 -1.4399 2.2054 -0.0034
N -1.928 -0.093 -1.486 -0.2019 0.8812 -0.3295
C -0.686 -3.109 3.724 0.0307 0.3049 -0.0574
C 0.714 -3.267 -2.494 -0.0172 -0.1800 -0.0812
H 0.455 1.190 1.932 -0.1462 0.1829 0.1394
C 2.946 -4.049 -1.630 0.1222 0.1942 0.2954
C -2.483 4.658 -1.006 -0.2926 0.1904 -0.0786
H -1.451 -3.505 6.177 -0.0515 -0.0115 0.0265
H 4.605 1.401 -2.660 0.0377 -0.1721 -0.0185
H 5.653 3.631 -2.619 0.0849 0.0063 -0.0243
O -3.446 2.104 -0.715 -3.9033 0.6399 0.8259
O -0.091 1.868 -1.420 2.0933 0.2423 -0.7324
H 3.964 -0.689 1.626 -0.0454 0.2230 -0.0493
C 2.675 2.113 -2.096 0.5704 -0.2084 -0.0964
C 3.860 4.642 -2.097 -0.3338 0.0271 0.0712
H 4.900 -5.887 -0.645 0.0274 0.0091 0.0590
H 2.392 -0.146 1.002 0.2243 0.2990 0.2034
H -6.074 1.800 -0.601 -0.0387 0.0181 0.0478
H -0.059 -3.952 -2.145 -0.1020 0.0154 -0.0032
C -4.821 5.455 -0.980 0.3386 -0.2378 -0.0663
H 2.484 -1.360 2.306 -0.0169 0.1246 0.0743
C 1.851 -3.204 -1.525 -0.3178 0.2670 0.3642
C -6.628 3.875 -0.820 0.2558 0.1689 0.0366
Te 0.253 -0.926 0.022 1.3765 -1.6293 1.5163
H 5.563 -4.911 -1.925 0.0257 0.0836 -0.0241

---

[2]
71
Properties=species:S:1:pos:R:3:forces:R:3 method="wB97M-V/def2-TZVPD" relative_energy_kj_mol=94.1 gap_ev=4.93 total_charge=+1 e_lumo_ev=-5.32
C -4.318 -0.684 3.079 0.4359 -0.0849 -0.2389
C -3.185 3.258 1.300 -0.0300 -0.0747 0.0377
H -3.677 3.147 2.275 0.2142 0.1672 -0.1793
C 1.261 -0.176 2.192 0.5360 0.2697 0.8973
C -1.890 -0.583 3.225 -0.3233 -0.1204 -0.1272
C 1.439 2.216 2.119 -0.0196 -0.5235 -0.0219
H -6.081 4.057 -5.657 -0.0097 -0.1869 0.2440
H 3.361 3.052 2.606 -0.0604 -0.4491 0.0873
C -2.128 2.155 1.118 0.3383 0.3557 0.8021
H -0.606 -2.602 0.742 -0.0252 -0.1742 0.4173
H 0.477 1.079 -4.163 -0.1627 -0.1890 -0.0106
H -2.724 -1.823 -4.360 0.1380 0.2147 0.0114
H 4.612 -2.835 2.368 -0.2155 0.2072 0.1324
N -2.447 1.455 -0.077 0.7777 0.1729 -0.4098
C -1.776 -1.404 2.065 -0.7840 0.8666 -0.4564
C -3.150 -0.200 3.687 0.3594 -0.2537 0.1378
C -4.899 3.250 -4.042 -0.3981 -0.0807 0.0236
H 4.879 -1.332 3.277 -0.1588 -0.2174 -0.0014
H 2.154 -4.222 3.456 -0.0712 0.1889 -0.3399
H -4.375 3.913 -0.444 0.0054 -0.2913 0.2051
C -2.976 -1.820 1.416 0.1764 0.0516 0.1153
C 2.788 2.126 2.519 -0.2728 -0.4418 0.0977
H -1.133 2.616 1.057 -0.1669 -0.0078 0.1160
H -1.979 0.592 -0.326 -0.3005 0.3742 0.0532
C -6.086 3.454 -4.748 0.0517 -0.0994 0.2131
H -2.885 -2.408 0.496 -0.1504 0.1472 0.3819
H -1.012 2.611 -2.890 -0.0344 -0.3340 -0.1532
C 4.189 -2.166 3.129 0.2055 -0.2043 0.2261
H -3.959 3.677 -4.404 -0.3138 -0.1423 0.1048
H -5.124 -1.885 1.462 0.3042 0.2162 0.1181
H -8.208 1.657 -2.761 0.2507 0.2159 -0.1351
H -0.981 -0.265 3.740 -0.3549 -0.0404 -0.1294
H -5.166 2.731 0.631 0.1287 0.2558 -0.2875
C 1.813 -2.381 2.380 0.7611 1.0902 -0.6374
H -0.351 -1.187 -4.834 -0.2443 0.2156 0.0198
H -3.222 0.464 4.552 0.0164 -0.2841 -0.2290
C 0.744 -1.515 2.014 0.0937 0.0547 -0.0775
C -2.679 1.261 -2.932 -0.3802 0.3810 0.0172
C -7.286 2.121 -3.119 0.2857 0.1023 0.0364
C 1.767 -3.846 2.496 -0.3267 -0.6402 -0.0845
C -2.339 -0.852 -4.047 0.0364 0.1149 0.2468
H -4.219 -0.240 -3.146 0.3032 0.0768 -0.0936
H -0.336 1.018 1.596 0.3793 0.4273 0.1540
H 2.304 -4.341 1.675 0.0489 0.1293 0.2214
C -3.559 2.242 -2.168 0.1169 0.1758 0.1234
C -1.365 1.631 -3.219 -0.1085 -0.2533 -0.1741
C 0.685 1.051 1.951 0.1498 0.2707 -0.2266
C -4.901 2.488 -2.865 0.1934 -0.1694 0.1529
C 2.599 -0.267 2.622 -0.6825 0.3561 -0.5825
C -0.537 -1.842 1.527 0.5166 -0.8139 0.9192
H -2.730 4.259 1.265 -0.1908 -0.3801 -0.0420
H -6.097 1.362 -1.463 -0.1536 0.2036 -0.4334
H -2.146 1.473 1.988 0.1005 0.4474 -0.1270
N 2.901 -1.632 2.712 -0.7064 -0.6545 0.0314
C -0.539 0.765 -3.933 -0.0807 -0.1154 0.1800
H -4.362 0.976 -0.585 -0.1691 0.2143 -0.2660
C -3.677 1.835 -0.680 -1.1510 -0.1062 -0.2158
H 4.414 0.783 3.108 -0.1300 0.2423 -0.1052
H 0.968 3.183 1.928 0.2960 -0.2749 0.0557
H -5.297 -0.436 3.501 0.3932 -0.0618 -0.2244
C -3.177 0.024 -3.349 0.4248 -0.0249 -0.1475
C -4.220 -1.493 1.935 -0.0455 -0.1025 0.0008
H 4.094 -2.721 4.073 0.0190 0.1823 -0.2224
C 3.379 0.876 2.791 -0.1153 0.2561 -0.1475
C -1.017 -0.490 -4.325 -0.0278 0.0968 0.0935
H 0.713 -4.135 2.417 0.3091 -0.1748 0.0796
C -4.208 3.023 0.179 -0.3084 -0.4158 -0.0762
H -3.034 3.213 -2.147 -0.0171 -0.2929 -0.0965
C -7.281 2.883 -4.292 0.1230 -0.1556 0.1529
H -8.207 3.022 -4.855 0.3084 -0.0220 0.1936
C -6.097 1.940 -2.393 -0.1072 0.1168 -0.4010

---

[3]
75
Properties=species:S:1:pos:R:3:forces:R:3 method="wB97M-V/def2-TZVPD" relative_energy_kj_mol=0.0 gap_ev=6.57 total_charge=+1 e_lumo_ev=-3.91
C 0.343 -5.080 -7.708 0.0040 -0.2003 -0.0336
H -2.042 -2.215 4.243 0.2448 0.0156 -0.2521
H 1.519 -1.234 -1.506 0.0044 -0.3771 -0.1043
H 3.703 0.125 -2.471 -0.0892 -0.3157 -0.2697
C 1.116 -2.575 2.967 -0.1567 -0.1906 -0.0731
H 6.953 -3.130 -2.150 -0.1056 -0.2091 -0.1687
C 7.250 -2.540 -6.190 -0.6082 -0.3284 -0.6401
N 3.091 -1.923 -2.720 0.4486 0.3048 0.1547
H 4.136 -0.620 -4.020 -0.0635 0.0334 0.0516
N 1.224 -4.167 -7.000 0.1535 0.1107 0.0943
H 0.335 -2.189 4.950 -0.0698 -0.0213 -0.3462
C -0.577 -2.834 1.257 -0.3748 0.3935 0.4381
C 8.900 -2.965 -4.329 0.2555 -0.0340 0.1894
C 3.978 -3.405 -4.740 1.7615 -1.4947 -0.1479
N 7.554 -2.892 -4.871 -0.9342 -0.5106 0.9860
H 2.173 -2.534 3.221 -0.2668 -0.0410 0.1377
C 0.733 -2.044 -8.259 0.0425 0.5326 0.0841
N 0.692 -3.302 -0.586 0.3952 0.0765 -0.7975
H -0.362 -4.493 -8.300 0.0919 -0.2300 0.1701
H 8.212 -1.691 -9.315 -0.1602 -0.1224 0.2604
C 0.090 -2.365 3.901 -0.2192 -0.0442 -0.3128
C -0.630 -2.992 -0.220 -0.7401 -0.0676 -0.5932
C 2.123 -4.545 -6.049 0.2351 1.5746 0.1786
C 1.032 -1.257 -3.568 0.4469 -0.4240 -0.0938
H 5.497 -4.084 -2.519 0.2209 0.0090 0.1170
C 1.993 -0.085 -3.807 -0.2604 0.2157 0.1436
C 2.276 -0.236 -7.697 0.2658 -0.2256 0.3894
C 0.749 -2.856 1.657 0.0926 0.3401 0.5946
H 0.662 -0.058 -9.118 0.1564 -0.2443 0.1253
H 9.167 -1.964 -6.975 -0.2277 -0.0601 -0.3248
C 6.236 -2.354 -8.734 0.0821 -0.1494 0.3031
C 3.352 -0.571 -3.257 0.2506 0.1711 0.3183
C -1.261 -2.370 3.498 0.3717 -0.0440 -0.1526
H 3.682 -2.137 -1.912 -0.2742 0.1358 -0.1723
C 6.509 -3.848 -2.856 -0.2671 -0.0690 0.6088
C 5.395 -2.786 -7.697 -0.0245 0.2749 -0.3062
H 0.243 -3.529 -2.588 0.1558 -0.0777 0.0626
C 1.172 -0.720 -8.418 -0.0538 -0.4697 0.0777
O -1.572 -2.852 -0.984 1.3284 -0.2931 0.8684
H 2.604 -6.594 -6.461 -0.1452 0.2193 0.2474
C 1.387 -2.814 -7.308 0.7363 -0.2423 0.2763
H 9.275 -4.000 -4.312 -0.1983 0.2883 -0.0948
H 8.909 -2.577 -3.304 0.0513 -0.0196 -0.2866
H 2.632 0.783 -7.870 -0.1632 -0.3434 0.0318
C 5.871 -2.795 -6.391 0.7994 0.1121 -0.1116
C 2.474 -2.329 -6.533 -0.2111 -0.5301 -0.4622
O 2.822 -3.074 0.353 -1.4463 -0.0718 -0.0721
H 3.038 -5.984 -4.852 -0.1577 -0.2095 -0.0897
C 5.317 -3.179 -5.085 -0.9600 0.3595 -0.2103
H 5.836 -2.278 -9.747 0.1726 -0.1098 0.3256
C 2.271 -5.950 -5.631 0.1168 -0.4143 0.4032
C -1.604 -2.564 2.150 0.1660 -0.1708 0.0585
H 1.665 0.776 -3.210 0.0345 -0.0886 -0.2811
C 2.939 -1.037 -6.756 -0.2273 0.4012 -0.2862
H 3.814 -0.684 -6.205 -0.3009 0.0682 -0.2840
C 1.687 -1.932 -2.358 -0.5770 0.9053 0.0342
C 8.121 -2.161 -7.203 -0.2852 0.1058 -0.1067
H -2.628 -2.524 1.784 0.1744 0.0049 0.2388
C 1.128 -3.296 -1.992 -0.1340 -0.1394 0.8389
H -0.014 -0.991 -3.384 0.2308 0.0704 -0.0408
H 7.104 -4.776 -2.819 -0.1333 0.3411 -0.0973
H 1.335 -6.359 -5.224 0.2301 0.0617 -0.1348
H 4.385 -3.130 -7.904 0.2180 0.3026 -0.0872
C 2.923 -3.429 -5.691 -1.3330 -0.0895 -1.0250
H 1.889 -4.076 -2.106 -0.1677 0.0703 -0.0801
H -0.089 -2.472 -8.832 0.1727 0.3616 0.0412
C 6.438 -3.301 -4.218 1.1102 0.6355 -0.7027
C 7.581 -2.029 -8.492 -0.1526 -0.0176 0.3841
H 0.911 -5.741 -8.380 -0.1300 0.2416 0.1402
H 1.087 -1.962 -4.411 -0.2108 0.1996 0.1751
H -0.205 -5.705 -6.995 0.0277 0.1996 -0.1902
H 9.560 -2.363 -4.956 -0.1109 -0.1029 0.2591
H 3.770 -3.781 -3.743 0.1609 -0.2913 -0.3223
C 1.602 -3.089 0.463 0.6094 -0.1218 -0.3067
H 2.047 0.204 -4.857 -0.0785 0.0694 0.2534